The following is a quantum chemistry calculation of a cluster of 2 separate species, C3H9N2O in total in a non-equilibrium geometry, from OMol25.

Last column: natural (NBO) charge in e.
Geometry (Å):
O: 0.83 -0.88 1.03  -0.6899
N: -1.37 -0.91 0.77  -0.8614
N: 1.10 1.78 0.00  -0.8872
C: -0.39 -0.55 -1.83  -0.4053
C: -0.03 0.91 -0.28  0.0658
C: -0.22 -0.32 0.38  0.5730
H: 1.52 -0.32 1.47  0.5384
H: -1.29 -1.93 0.80  0.4105
H: 0.70 2.73 0.38  0.4506
H: 1.83 1.60 -0.67  0.4248
H: -0.88 1.34 -0.77  0.2304
H: -1.27 -0.07 -2.01  0.2190
H: -0.29 -1.67 -1.75  0.2590
H: -1.73 -0.67 1.72  0.4378
H: 0.55 -0.29 -2.35  0.2346

LUMO	-4.778	eV
total charge	+1
HOMO level	-14.57	eV
2S+1	1
F_max	5.26	eV/Å
HOMO-LUMO gap	9.788	eV

The following is a quantum chemistry calculation of the ion C3H9N2O with charge +1 in a non-equilibrium geometry, from OMol25.

Last column: natural (NBO) charge in e.
Geometry (Å):
O: -2.62 0.31 0.37  -0.2250
N: -1.55 -0.01 0.01  0.4420
N: -0.69 0.93 -0.25  -0.3144
C: -1.06 -1.36 -0.31  -0.4872
C: 0.88 0.73 -0.49  -0.1871
C: 1.59 0.22 0.76  -0.6441
H: -1.91 -1.91 0.03  0.2735
H: -0.07 -1.46 0.08  0.2576
H: 2.43 -0.37 0.48  0.2531
H: -0.91 -1.49 -1.41  0.2733
H: 0.89 0.01 -1.19  0.1998
H: 1.25 1.74 -0.83  0.2608
H: 0.90 -0.29 1.36  0.2130
H: -1.02 1.89 -0.05  0.4358
H: 1.88 1.07 1.43  0.2489

LUMO	-5.488	eV
total charge	+1
HOMO level	-16.33	eV
2S+1	1
F_max	4.45	eV/Å
HOMO-LUMO gap	10.846	eV

Energy relative to the best compared isomer or geometry (same formula, charge and spin) / kJ/mol: 475.4 473.0